No. 1
A 2-piece molecular cluster, C5H14N2O2 overall, computed with the ωB97M-V functional and the def2-TZVPD basis.

Geometry as ORCA input:
```
! RIJCOSX wB97M-V def2-TZVPD def2/J DEFGRID3
* xyz 0 1
C 1.80 0.41 -1.38
N 2.58 -0.28 -0.67
C 2.12 -1.29 0.22
N 0.77 -1.14 0.70
O 3.02 -1.35 1.31
H 0.72 0.32 -1.37
H 2.25 1.15 -2.03
H 2.17 -2.26 -0.33
H 0.62 -1.79 1.46
H 0.64 -0.20 1.06
H 3.83 -0.91 1.03
C -1.82 -0.73 -1.06
C -2.06 0.71 -0.62
O -0.95 1.24 0.10
C -1.26 1.72 1.38
H -1.34 -0.78 -2.03
H -1.16 -1.22 -0.34
H -2.77 -1.27 -1.11
H -2.95 0.77 0.00
H -2.22 1.36 -1.50
H -1.66 0.92 2.02
H -1.99 2.54 1.34
H -0.34 2.09 1.81
*
```

Computed properties:
- E: -458.840927 a.u.
- Structure (SMILES): C=N[C@H](N)O.CCOC
- Gap between HOMO and LUMO: 10.57 eV
- Relative energy (zero: lowest compared OMol25 entry of this formula, charge and spin): 2.630 eV
- HOMO energy: -9.64 eV
- LUMO: 0.932 eV
- F_max: 0.015 Eh/bohr


No. 2
C4H6O as an isolated structure, computed with the ωB97M-V functional and the def2-TZVPD basis.

Geometry as ORCA input:
```
! RIJCOSX wB97M-V def2-TZVPD def2/J DEFGRID3
* xyz 0 1
O -1.98 -0.25 -0.84
C -1.06 -0.09 -0.08
C 0.00 1.03 0.13
C 0.48 0.10 1.23
C -0.45 -0.86 1.04
H 0.68 1.19 -0.71
H -0.40 1.99 0.46
H 1.31 0.19 1.92
H 1.39 -0.57 -2.46
H -0.67 -1.81 1.52
H 0.75 -0.87 -2.22
*
```

Computed properties:
- E: -231.158793 a.u.
- Gap between HOMO and LUMO: 10.35 eV
- Relative energy (zero: lowest compared OMol25 entry of this formula, charge and spin): 1.767 eV
- HOMO energy: -9.76 eV
- LUMO: 0.594 eV
- F_max: 0.013 Eh/bohr


No. 3
A single C20H30N2O5S molecule, computed with the ωB97M-V functional and the def2-TZVPD basis.

Geometry as ORCA input:
```
! RIJCOSX wB97M-V def2-TZVPD def2/J DEFGRID3
* xyz 0 1
C -7.45 -0.92 0.87
S -5.77 -0.32 0.62
C -5.64 0.84 2.02
C -5.84 0.20 3.38
C -4.33 1.62 1.92
O -4.47 2.73 2.79
C -2.99 0.92 2.23
O -2.04 1.60 2.58
N -2.91 -0.41 2.03
C -1.67 -1.13 2.19
C -0.99 -1.47 0.86
O -1.95 -2.30 0.20
C -0.70 -0.23 0.02
C 0.46 0.59 0.58
N 1.65 -0.25 0.72
C 2.63 -0.37 -0.22
O 3.42 -1.29 -0.21
C 2.71 0.75 -1.25
C 3.93 0.67 -2.13
C 4.09 -0.38 -3.03
C 5.21 -0.45 -3.84
C 6.20 0.53 -3.77
C 7.41 0.41 -4.65
O 8.23 1.56 -4.53
C 6.05 1.57 -2.87
C 4.92 1.64 -2.06
C 1.43 -1.37 1.63
C 0.30 -2.26 1.12
H -7.70 -1.53 -0.01
H -7.53 -1.54 1.76
H -8.14 -0.09 0.92
H -6.42 1.59 1.86
H -5.65 0.94 4.16
H -6.86 -0.15 3.51
H -5.16 -0.64 3.54
H -4.23 1.97 0.88
H -3.95 3.46 2.45
H -3.71 -0.91 1.66
H -1.02 -0.53 2.82
H -1.87 -2.07 2.70
H -1.60 -2.55 -0.67
H -0.44 -0.57 -0.99
H -1.60 0.38 -0.07
H 0.68 1.44 -0.06
H 0.19 0.99 1.56
H 1.81 0.72 -1.87
H 2.69 1.72 -0.74
H 3.34 -1.15 -3.09
H 5.31 -1.27 -4.54
H 7.97 -0.49 -4.37
H 7.08 0.28 -5.69
H 9.02 1.43 -5.05
H 6.81 2.34 -2.81
H 4.81 2.46 -1.36
H 2.36 -1.94 1.71
H 1.20 -0.97 2.62
H 0.10 -3.07 1.81
H 0.62 -2.71 0.17
*
```

Computed properties:
- E: -1664.047183 a.u.
- Structure (SMILES): CS[C@@H](C)[C@@H](O)C(=O)NCC1(O)CCN(C(=O)Cc2ccc(CO)cc2)CC1
- Gap between HOMO and LUMO: 9.23 eV
- Relative energy (zero: lowest compared OMol25 entry of this formula, charge and spin): 0.735 eV
- HOMO energy: -8.69 eV
- LUMO: 0.541 eV
- F_max: 0.006 Eh/bohr


No. 4
A single C5H11NO molecule, computed with the ωB97M-V functional and the def2-TZVPD basis.

Geometry as ORCA input:
```
! RIJCOSX wB97M-V def2-TZVPD def2/J DEFGRID3
* xyz 0 1
C -2.25 0.47 -1.14
N -0.81 0.26 -1.28
C -0.26 -0.73 -0.35
O -1.06 -1.50 0.32
C 0.80 -0.15 0.52
C 1.10 1.29 0.59
C 1.57 -1.09 1.36
H -2.86 -0.39 -1.45
H -2.53 1.34 -1.75
H -2.49 0.68 -0.10
H -0.59 0.01 -2.23
H 0.57 -1.25 -1.01
H 1.49 1.60 1.56
H 0.22 1.87 0.28
H 1.87 1.51 -0.16
H 2.64 -0.87 1.32
H 1.26 -0.93 2.41
H 1.35 -2.13 1.10
*
```

Computed properties:
- E: -326.973178 a.u.
- Gap between HOMO and LUMO: 6.99 eV
- Relative energy (zero: lowest compared OMol25 entry of this formula, charge and spin): 4.304 eV
- HOMO energy: -7.84 eV
- LUMO: -0.854 eV
- F_max: 0.009 Eh/bohr


No. 5
An isolated ion of composition C11H16N3S and charge +1 at a distorted geometry, computed with the ωB97M-V functional and the def2-TZVPD basis.

Geometry as ORCA input:
```
! RIJCOSX wB97M-V def2-TZVPD def2/J DEFGRID3
* xyz 1 1
N 1.86 -0.90 1.63
C 2.15 0.02 0.60
S 3.46 -0.53 -0.57
C 2.25 -1.19 -1.75
C 2.43 -1.91 -2.93
C 1.24 -2.12 -3.64
C 0.00 -1.46 -3.42
C -0.12 -0.64 -2.33
C 1.04 -0.63 -1.45
N 1.00 0.18 -0.34
N -0.25 0.54 0.15
C -0.43 1.86 1.08
C -1.52 1.51 2.08
C -2.18 0.28 1.33
C -1.09 -0.50 0.74
H 1.61 -1.91 1.35
H 2.49 -0.86 2.47
H 2.49 0.98 1.01
H 3.31 -2.50 -3.25
H 1.29 -2.77 -4.48
H -0.77 -1.70 -4.15
H -0.97 0.09 -2.34
H -0.64 0.82 -0.76
H -0.60 2.57 0.22
H 0.55 2.07 1.62
H -2.23 2.26 2.26
H -1.10 1.21 3.01
H -2.70 -0.32 2.03
H -2.87 0.78 0.51
H -0.59 -1.06 1.54
H -1.33 -1.11 -0.16
*
```

Computed properties:
- E: -990.883427 a.u.
- Structure (SMILES): N[C@H]1Sc2ccccc2N1[NH+]1CCCC1
- Gap between HOMO and LUMO: 8.69 eV
- Relative energy (zero: lowest compared OMol25 entry of this formula, charge and spin): 0.000 eV
- HOMO energy: -11.34 eV
- LUMO: -2.648 eV
- F_max: 0.078 Eh/bohr


No. 6
C3H6I2O as an isolated structure at a distorted geometry, computed with the ωB97M-V functional and the def2-TZVPD basis.

Geometry as ORCA input:
```
! RIJCOSX wB97M-V def2-TZVPD def2/J DEFGRID3
* xyz 0 3
C 0.55 -0.04 1.77
C -0.90 0.20 -1.59
C 1.27 0.26 0.55
O -0.44 -0.63 -0.73
I 2.68 -1.12 -0.09
I 1.39 2.19 -0.08
H 1.10 -0.70 2.41
H -0.34 -0.55 1.41
H 0.11 0.85 2.28
H -1.73 0.75 -1.19
H -1.17 -0.04 -2.70
H -0.07 0.91 -1.95
*
```

Computed properties:
- E: -788.329537 a.u.
- Gap between HOMO and LUMO (spin up / spin down): 7.30 / 7.13 eV
- Relative energy (zero: lowest compared OMol25 entry of this formula, charge and spin): 1.017 eV
- HOMO energy (spin up / spin down): -7.06 / -9.28 eV
- LUMO (spin up / spin down): 0.240 / -2.153 eV
- F_max: 0.131 Eh/bohr